Entry 1:
ORCA calculation (ωB97M-V/def2-TZVPD) on a molecular structure, C29H47N7P2W in a non-equilibrium geometry.

The value obtained for the HOMO energy is -12.4 eV. The value obtained for the largest force on an atom is 2.40 eV/Å. Its HOMO-LUMO gap is 6.59 eV. The value obtained for the energy above the lowest of the compared OMol25 structures with the same formula, charge and spin is 123.9 kJ/mol. As for the total charge: +2.

Geometry as XYZ:
```
86
Properties=species:S:1:pos:R:3:lowdin_charge:R:1
W -1.16251 -0.55468 -1.13502 1.507
C -1.84081 -2.56418 -2.22282 -0.180
C -2.61321 -1.51798 -2.77662 -0.210
C -1.74241 -0.59338 -3.41352 -0.200
C -0.42361 -1.12128 -3.31422 -0.182
C -0.49271 -2.33878 -2.58082 -0.175
H -2.25081 -3.48698 -1.83202 0.124
H -3.68931 -1.54688 -2.85072 0.115
H -2.03371 0.20772 -4.08542 0.122
H 0.42409 -0.77948 -3.89452 0.119
H 0.30959 -3.05228 -2.46002 0.110
C -1.47651 4.17752 1.89108 -0.016
N -1.24091 3.29802 0.78028 -0.124
C -0.77701 3.68902 -0.43312 -0.026
C -0.66681 2.56702 -1.20102 -0.102
N -1.05391 1.47862 -0.47082 -0.141
C -1.39931 1.93882 0.75988 -0.391
P -2.86231 1.25442 1.70268 1.215
C -2.44031 -0.51348 1.75898 -0.427
N -1.87481 -1.20768 0.75088 -0.124
C -1.93891 -2.52568 1.12598 -0.094
C -2.57101 -2.62368 2.32938 -0.014
N -2.89101 -1.36368 2.71798 -0.108
C -3.61441 -1.01208 3.90968 -0.009
C -3.76861 1.13302 0.13478 -0.426
N -3.37191 0.46042 -0.96222 -0.016
C -4.28631 0.80312 -1.92592 -0.095
C -5.21241 1.65662 -1.41192 -0.020
N -4.88301 1.86322 -0.11242 -0.113
C -5.60951 2.69852 0.80398 -0.010
H -0.58171 4.75832 2.11588 0.110
H -1.74591 3.59302 2.76748 0.076
H -2.28671 4.87252 1.66758 0.107
H -0.55781 4.71222 -0.65812 0.141
H -0.33971 2.48922 -2.22362 0.120
H -1.50971 -3.31578 0.53718 0.114
H -2.81291 -3.48328 2.91988 0.140
H -3.29701 -1.64108 4.74128 0.110
H -4.68811 -1.15338 3.76168 0.111
H -3.43061 0.03282 4.15868 0.075
H -4.26801 0.43922 -2.93042 0.103
H -6.05121 2.12352 -1.88192 0.138
H -6.60511 2.28752 0.98028 0.111
H -5.71401 3.70082 0.38548 0.110
H -5.08251 2.75782 1.75678 0.064
C 3.59429 -1.06918 2.38668 -0.070
C 2.29319 -0.54348 1.79328 -0.580
C 2.04129 0.85102 2.36088 -0.085
C 1.12409 -1.40938 2.25988 -0.097
P 2.19429 -0.55508 -0.13892 1.036
N 0.64699 -0.63508 -0.52822 -0.334
C 3.13319 -2.09658 -0.82452 -0.571
C 3.01719 -2.09708 -2.35112 -0.079
C 4.61679 -2.22888 -0.45562 -0.065
C 2.35549 -3.29668 -0.27622 -0.095
C 2.94689 1.00482 -0.99272 -0.573
C 4.46649 0.94912 -1.07612 -0.056
C 2.32369 1.05962 -2.38892 -0.095
C 2.55759 2.29402 -0.27202 -0.087
H 3.53519 -0.97718 3.47068 0.100
H 4.45559 -0.48788 2.06588 0.081
H 3.75479 -2.11888 2.16148 0.077
H 1.84599 0.76072 3.42858 0.097
H 1.16959 1.30552 1.89538 0.058
H 2.90649 1.49472 2.25208 0.076
H 1.08219 -1.40448 3.34698 0.099
H 1.20499 -2.43898 1.93058 0.067
H 0.19959 -0.98198 1.87448 0.037
H 3.75679 -1.44428 -2.80732 0.072
H 2.02869 -1.79138 -2.67572 0.035
H 3.20709 -3.10188 -2.72692 0.105
H 5.25879 -1.95488 -1.28712 0.081
H 4.84029 -3.26698 -0.21852 0.098
H 4.91449 -1.62488 0.38958 0.048
H 1.28009 -3.11238 -0.32582 0.049
H 2.62999 -3.50658 0.75388 0.073
H 2.58389 -4.18648 -0.86052 0.098
H 4.81489 0.13782 -1.70432 0.065
H 4.91809 0.85372 -0.09112 0.087
H 4.82229 1.87962 -1.51732 0.105
H 2.78179 0.35832 -3.07462 0.068
H 2.46319 2.05232 -2.80972 0.097
H 1.25149 0.84712 -2.31752 0.022
H 3.18269 2.46652 0.59498 0.073
H 1.51459 2.28742 0.02558 0.043
H 2.71039 3.13042 -0.95042 0.097
```

Entry 2:
ORCA calculation (ωB97M-V/def2-TZVPD) on a molecular structure, C17H17F2IrN4O6PSe in a non-equilibrium geometry.

The value obtained for the HOMO energy is -12.5 eV. The value obtained for the largest force on an atom is 1.06 eV/Å. Its HOMO-LUMO gap is 7.58 eV. The value obtained for the energy above the lowest of the compared OMol25 structures with the same formula, charge and spin is 73.2 kJ/mol. As for the total charge: +1.

Geometry as XYZ:
```
49
Properties=species:S:1:pos:R:3:lowdin_charge:R:1
Ir 0.18856 0.38610 0.03563 1.128
F 2.45841 0.63534 -1.54746 -0.010
C 2.18252 0.37848 -0.21939 -0.465
F 2.63834 -0.89818 0.00196 -0.032
H 2.79031 1.07537 0.36197 0.118
C 0.71011 1.42433 3.18739 -0.207
P 0.38169 -0.06697 2.23164 0.711
C 1.67412 -1.23349 2.70192 -0.219
C -1.11973 -0.76034 2.95953 -0.219
H 0.78150 1.16075 4.24369 0.069
H -0.08736 2.15091 3.04443 0.047
H 1.64613 1.87622 2.86081 0.063
H 1.54610 -1.47042 3.75912 0.066
H 2.65778 -0.79500 2.54705 0.059
H 1.60612 -2.14732 2.11396 0.062
H -0.92295 -0.95592 4.01437 0.069
H -1.39336 -1.69508 2.47034 0.053
H -1.94507 -0.05672 2.87686 0.041
O 0.28125 4.47088 -0.40230 0.156
C 0.28164 3.30338 -0.66723 -0.520
O 0.35308 2.35563 0.27722 -0.229
C 0.27740 2.77901 -2.07936 -0.082
C -0.26132 1.52495 -2.19115 -0.054
C 0.01430 0.73133 -3.28609 -0.110
C 0.58739 1.26955 -4.41437 0.119
C 0.94890 2.61202 -4.34237 -0.069
C 0.87498 3.36918 -3.18592 0.124
N 1.48447 3.24666 -5.57358 -0.343
O 1.73126 4.42744 -5.51124 0.120
O 1.61867 2.53228 -6.54009 0.114
N -0.18817 -0.71300 -3.14448 -0.291
O -0.16244 -1.42506 -4.10229 0.188
O -0.34825 -1.11624 -1.97773 -0.101
H -0.99326 1.25004 -1.43384 0.085
H 0.77182 0.68247 -5.30308 0.147
H 1.29075 4.36662 -3.15101 0.151
Se -2.90472 -1.36778 -0.59167 1.224
N -2.03750 0.04953 0.11966 -0.390
C -2.95637 0.86167 0.63014 -0.369
C -2.69234 2.12250 1.25289 -0.026
C -3.74754 2.86963 1.65413 -0.026
C -5.10885 2.42661 1.49765 -0.043
C -5.40251 1.23946 0.92813 0.002
C -4.32150 0.41276 0.47376 -0.360
N -4.47418 -0.75364 -0.11711 -0.204
H -1.67239 2.45958 1.38028 0.086
H -3.56650 3.83718 2.10396 0.121
H -5.90788 3.06494 1.84889 0.117
H -6.41854 0.89447 0.79917 0.126
```

Entry 3:
ORCA calculation (ωB97M-V/def2-TZVPD) on a gas-phase ion, CHClNO2S (charge -1) in a non-equilibrium geometry.

The value obtained for the HOMO energy (alpha / beta) is -3.4 / -3.4 eV. The value obtained for the largest force on an atom is 1.83 eV/Å. Its HOMO-LUMO gap (alpha / beta) is 6.51 / 6.51 eV. The value obtained for the energy above the lowest of the compared OMol25 structures with the same formula, charge and spin is 125.0 kJ/mol. As for the SMILES: O=C(O)N([S-])Cl. As for the total charge: -1.

Geometry as XYZ:
```
7
Properties=species:S:1:pos:R:3:lowdin_charge:R:1
O -0.25960 1.77495 -0.12313 0.003
C 0.13042 0.64609 -0.06070 -0.810
O 1.50654 0.54708 -0.04997 0.022
N -0.54514 -0.52264 0.06560 -0.810
S 0.00566 -2.06019 -0.10452 0.333
Cl -2.53097 -0.08397 -0.06803 0.245
H 1.69308 -0.30132 0.34075 0.016
```

Entry 4:
ORCA calculation (ωB97M-V/def2-TZVPD) on a molecular structure, C23H20BBeBrCaCl6F3Li2O7S in a non-equilibrium geometry.

The value obtained for the HOMO energy is -8.6 eV. The value obtained for the largest force on an atom is 4.98 eV/Å. Its HOMO-LUMO gap is 3.21 eV. The value obtained for the energy above the lowest of the compared OMol25 structures with the same formula, charge and spin is 0.0 kJ/mol. As for the total charge: +1.

Geometry as XYZ:
```
66
Properties=species:S:1:pos:R:3:lowdin_charge:R:1
C -1.82430 -4.44270 -0.75309 -0.102
C -1.14313 -3.25477 -0.02847 -0.268
C -2.24717 -2.47126 0.71599 -0.144
C -1.84127 -1.02864 1.13017 -0.264
C -3.06270 -0.14699 1.48601 -0.002
C -0.96948 -0.26600 0.13742 -0.210
C 0.13822 0.41967 0.60706 -0.275
C 0.94335 1.16501 -0.25729 -0.867
Cl 2.31151 1.94112 0.38095 0.652
C 0.71903 1.28602 -1.61912 -0.632
S 1.78813 2.23078 -2.67322 0.851
C -0.39695 0.60790 -2.09897 -0.102
C -1.21218 -0.13310 -1.23438 -0.049
C -2.40947 -0.79829 -1.87453 -0.263
O -3.50162 -0.80251 -1.37492 0.165
C -2.16932 -1.40352 -3.21445 -0.080
C -2.72651 -2.60557 -3.60693 0.028
C -2.43050 -3.03867 -4.89646 -0.033
C -1.62726 -2.31118 -5.76269 -0.055
C -1.07598 -1.09491 -5.36409 -0.007
C -1.35068 -0.67116 -4.08150 -0.102
C -0.79076 0.62395 -3.58006 -0.287
O -0.67138 1.60516 -4.25822 0.115
H -2.65633 -3.97927 -1.30877 0.005
H -2.21045 -5.18298 -0.05413 0.080
H -1.14752 -4.85682 -1.50754 0.074
H -0.43028 -3.71953 0.66374 0.068
H -0.63604 -2.69578 -0.81601 0.043
H -2.42608 -3.01980 1.65045 0.129
H -3.19230 -2.53820 0.16376 0.099
H -1.27000 -1.11044 2.06356 0.120
H -2.86909 0.81251 0.94691 0.002
H -3.98131 -0.62909 1.15015 0.113
H -3.13093 0.03043 2.56282 0.104
H 0.40512 0.45932 1.66572 0.066
H 1.59602 3.49326 -2.23818 -0.092
H -3.39224 -3.18917 -2.92397 0.080
H -2.80792 -3.98020 -5.27975 0.115
H -1.38549 -2.65943 -6.76010 0.108
H -0.43343 -0.51843 -6.01683 0.121
F -4.35596 -3.77346 -1.60919 -0.628
Be -3.11789 2.39124 1.04000 0.777
Cl -3.53253 4.74896 0.13146 -0.187
Li 4.16502 0.53147 -0.07438 0.653
C 2.61745 -3.35320 2.65621 -1.965
Cl 1.72299 -4.40505 3.73892 0.619
Cl 1.53730 -2.16268 1.90986 0.424
Cl 3.86354 -2.43822 3.58042 0.536
Cl 3.38765 -4.29753 1.40045 0.616
C -0.47735 4.24803 1.18777 -0.434
O -0.92721 3.22091 1.99936 -0.388
H -1.08254 5.16567 1.16283 0.013
H 0.54794 4.63512 1.37946 0.050
H -0.41313 3.99746 0.10529 0.040
B 4.82656 4.95468 3.84814 -1.015
O 4.94097 3.83461 2.82269 0.248
C 4.43389 2.77955 3.35434 -0.369
O 4.34909 1.67815 2.81147 -0.095
C 3.94692 3.08339 4.76405 -0.390
O 3.43172 2.28526 5.48509 0.200
O 4.19115 4.34951 5.02315 0.280
F 4.08415 5.97356 3.34026 0.222
F 6.13055 5.44036 4.17237 0.071
Ca 2.67249 0.20572 2.20758 1.139
Br 1.66502 -1.26642 -0.74661 0.364
Li 6.91087 6.04619 2.56797 0.920
```

Entry 5:
ORCA calculation (ωB97M-V/def2-TZVPD) on 4 unconnected molecules or ions with the total composition C16H44N4O4 in a non-equilibrium geometry.

The value obtained for the HOMO energy is -8.6 eV. The value obtained for the largest force on an atom is 3.62 eV/Å. Its HOMO-LUMO gap is 9.22 eV. The value obtained for the energy above the lowest of the compared OMol25 structures with the same formula, charge and spin is 249.8 kJ/mol. As for the SMILES: COC[C@H](C)N.COC[C@H](C)N.COC[C@H](C)N.COC[C@H](C)N. As for the total charge: 0.

Geometry as XYZ:
```
68
Properties=species:S:1:pos:R:3:lowdin_charge:R:1
C 0.58974 0.13639 2.75042 -0.047
O 2.02481 -0.24188 2.69774 -0.229
C 2.96968 0.62745 2.05273 -0.197
C 4.34043 -0.05689 2.14399 -0.467
C 5.36801 0.81374 1.43136 -0.069
N 4.49054 -1.35662 1.59207 0.041
H -0.01812 -0.67662 3.14742 0.082
H 0.35332 0.42125 1.72521 0.063
H 0.48706 1.00269 3.40394 0.079
H 2.67929 0.62093 1.00215 0.105
H 3.02921 1.63107 2.47381 0.123
H 4.48087 -0.18041 3.21783 0.140
H 5.14334 0.95077 0.37360 0.077
H 6.39009 0.52161 1.67242 0.079
H 5.23111 1.84286 1.76344 0.064
H 4.17879 -1.50602 0.64307 0.028
H 3.83318 -1.91033 2.12252 0.065
C -1.97243 2.83820 0.77562 -0.071
O -0.73403 2.44429 0.09807 -0.200
C -0.74993 3.02431 -1.18693 -0.215
C 0.44482 2.61731 -2.11671 -0.442
C 0.34238 1.20647 -2.63024 -0.069
N 1.65094 2.83373 -1.39363 0.043
H -2.91295 2.47608 0.36043 0.072
H -2.00035 3.91462 0.60636 0.080
H -1.93370 2.57974 1.83382 0.088
H -1.63482 2.66127 -1.70967 0.116
H -0.77910 4.11026 -1.09768 0.118
H 0.50652 3.21952 -3.02315 0.138
H 0.99242 1.06855 -3.49426 0.081
H -0.69240 1.00281 -2.90564 0.084
H 0.75507 0.53157 -1.88037 0.044
H 1.85234 3.82100 -1.32411 0.079
H 1.50729 2.41873 -0.48411 0.058
C -0.57137 -3.43934 -3.72734 -0.065
O 0.82154 -3.65076 -3.40509 -0.184
C 1.64871 -2.57878 -3.01918 -0.224
C 2.14073 -2.55824 -1.56855 -0.438
C 0.97999 -2.30277 -0.67989 -0.062
N 3.17596 -1.55502 -1.26540 0.067
H -0.62504 -2.50526 -4.28654 0.082
H -1.20537 -3.35055 -2.84515 0.071
H -0.79890 -4.29932 -4.35724 0.090
H 2.51003 -2.51345 -3.68399 0.120
H 1.16443 -1.63715 -3.27782 0.103
H 2.54448 -3.56547 -1.46565 0.143
H 1.30793 -1.97593 0.30689 0.082
H 0.37816 -3.21026 -0.63126 0.099
H 0.52075 -1.39549 -1.07238 0.049
H 3.85972 -1.53560 -2.00850 0.084
H 2.58316 -0.74579 -1.38306 0.056
C -2.09686 -0.81508 -0.32844 -0.048
O -2.97894 0.05556 0.50480 -0.221
C -3.84508 -0.53566 1.50094 -0.170
C -4.73231 0.59077 2.04853 -0.479
C -5.60859 0.14596 3.14718 -0.089
N -5.65334 0.99210 1.02556 0.038
H -1.25905 -0.19794 -0.65297 0.049
H -2.42980 -1.42824 -1.16587 0.080
H -1.59347 -1.56302 0.28418 0.068
H -4.50774 -1.27780 1.05573 0.127
H -3.26778 -0.99323 2.30435 0.122
H -4.13611 1.44189 2.37753 0.135
H -6.15137 0.85849 3.76831 0.090
H -4.96987 -0.26875 3.92703 0.073
H -6.15122 -0.76153 2.88239 0.087
H -6.28784 0.24816 0.77245 0.073
H -4.97913 0.91927 0.27707 0.051
```

Entry 6:
ORCA calculation (ωB97M-V/def2-TZVPD) on a single C4H10N2OS molecule in a non-equilibrium geometry.

The value obtained for the HOMO energy is -9.0 eV. The value obtained for the largest force on an atom is 1.02 eV/Å. Its HOMO-LUMO gap is 9.74 eV. The value obtained for the energy above the lowest of the compared OMol25 structures with the same formula, charge and spin is 148.1 kJ/mol. As for the SMILES: CCO/C(=N/C)NS. As for the total charge: 0.

Geometry as XYZ:
```
18
Properties=species:S:1:pos:R:3:lowdin_charge:R:1
C 2.10110 -1.26296 0.53816 -0.073
C 1.24151 -1.28007 -0.71628 -0.235
O -0.14947 -1.13731 -0.39801 -0.070
C -0.61273 0.11068 -0.19755 -0.542
N 0.15959 1.12593 -0.24656 0.030
C -0.44355 2.43536 -0.08759 -0.149
N -1.97072 0.12366 0.02973 -0.350
S -3.02895 -1.18376 -0.11084 0.790
H 3.13425 -1.48411 0.26314 0.075
H 2.02300 -0.29971 1.02632 0.060
H 1.74096 -2.05107 1.24464 0.089
H 1.30468 -2.23495 -1.21917 0.113
H 1.53290 -0.50804 -1.42979 0.113
H 0.33524 3.21394 -0.21443 0.076
H -1.24603 2.61177 -0.79839 0.068
H -0.88407 2.57360 0.93699 0.086
H -2.37401 1.00734 0.29463 0.067
H -2.86369 -1.76028 1.08499 -0.147
```